#i
A 2-piece molecular cluster, C2H5IS overall, computed with wB97M-V/def2-TZVPD.

Each atom is followed by the atoms it is bonded to, with distances in Å.
Positions of all 9 atoms, in Å:
1 C -0.8386 -1.0199 0.8471  C2 1.322, H4 1.075, H5 1.075
2 C -0.5422 0.1180 0.2440  C1 1.322, S3 1.752, H6 1.079
3 S -0.0616 1.6132 1.0205  C2 1.752, H7 1.335
4 H -1.1186 -1.8864 0.2767  C1 1.075
5 H -0.8168 -1.1320 1.9164  C1 1.075
6 H -0.5792 0.2289 -0.8289  C2 1.079
7 H -0.1418 1.1612 2.2745  S3 1.335
8 I 2.6249 0.6122 -3.3876  H9 1.571
9 H 1.4739 0.3047 -2.3628  I8 1.571

Summary:
2S+1 ... 1
HOMO level ... -8.828 eV
Gap between HOMO and LUMO ... 9.418 eV

Löwdin atomic charge list, values in e, 6 entries: atom 1 (C): -0.09, atom 2 (C): -0.63, atom 3 (S): 0.73, atom 4 (H): 0.05, atom 5 (H): 0.04, atom 6 (H): 0.03

---

#ii
A 2-piece molecular cluster, C2H5IS overall, computed with wB97M-V/def2-TZVPD.

Each atom is followed by the atoms it is bonded to, with distances in Å.
Positions of all 9 atoms, in Å:
1 C 1.4481 0.7034 -0.0364  S3 1.787, H5 1.057, H6 0.998
2 C -1.0166 -1.5231 0.4026  I4 2.162, H7 1.064, H8 1.097
3 S 0.1740 1.9479 0.1078  C1 1.787, H9 1.331
4 I -2.5786 -0.1126 -0.0911  C2 2.162
5 H 1.7020 0.2208 0.8687  C1 1.057
6 H 1.8552 0.3920 -0.8922  C1 0.998
7 H -1.4984 -2.0909 1.1619  C2 1.064
8 H -0.4779 -2.0041 -0.4232  C2 1.097
9 H 0.3922 2.4666 -1.0981  S3 1.331

Summary:
2S+1 ... 1
HOMO level (spin up / spin down) ... -8.583 / -7.503 eV
Gap between HOMO and LUMO (spin up / spin down) ... 8.832 / 6.871 eV

Löwdin atomic charge list, values in e, 6 entries: atom 1 (C): -0.39, atom 2 (C): -0.47, atom 3 (S): 0.57, atom 4 (I): 0.63, atom 5 (H): -0.03, atom 6 (H): -0.05

---

Most favorable first, least favorable last: #i, #ii

---

#i
A 2-piece molecular cluster, C2H6N2O2 overall, computed with wB97M-V/def2-TZVPD.

Each atom is followed by the atoms it is bonded to, with distances in Å.
Positions of all 12 atoms, in Å:
1 C -2.1701 -0.8054 -0.0611  N3 1.530, H7 1.013, H8 1.191, H9 1.163
2 C 2.7519 0.9177 0.0451  O6 1.198, H10 1.141, H11 1.024
3 N -0.6688 -0.6182 0.1655  C1 1.530, N4 1.269, H12 1.020
4 N 0.0611 0.3885 -0.0854  N3 1.269, O5 1.236
5 O -0.4918 1.4004 -0.5301  N4 1.236
6 O 2.9534 -0.1874 -0.3707  C2 1.198
7 H -2.4934 0.1539 -0.1050  C1 1.013
8 H -2.5660 -1.3406 0.9261  C1 1.191
9 H -2.5290 -1.4289 -0.9755  C1 1.163
10 H 2.7531 1.2727 1.1300  C2 1.141
11 H 2.7058 1.8047 -0.4653  C2 1.024
12 H -0.3063 -1.5575 0.3263  N3 1.020

Summary:
2S+1 ... 3
HOMO level (spin up / spin down) ... -6.585 / -9.900 eV
Gap between HOMO and LUMO (spin up / spin down) ... 7.506 / 8.575 eV

Löwdin atomic charge list, values in e, 6 entries: atom 1 (C): -0.05, atom 2 (C): -0.19, atom 3 (N): -0.11, atom 4 (N): -0.17, atom 5 (O): 0.02, atom 6 (O): 0.00

---

#ii
One molecule with the formula C2H6N2O2, computed with wB97M-V/def2-TZVPD.

Each atom is followed by the atoms it is bonded to, with distances in Å.
Positions of all 12 atoms, in Å:
1 C -0.2886 -1.2126 -0.0378  C2 1.663, H7 1.035, H8 1.061, H9 1.106
2 C 0.4419 0.2116 -0.4884  C1 1.663, N3 1.397, N4 1.512, H10 1.098
3 N -0.0036 1.3754 0.1423  C2 1.397, H11 1.009, H12 0.996
4 N 1.8792 0.0840 -0.0378  C2 1.512, O5 1.266, O6 1.260
5 O 2.3945 -1.0578 0.1477  N4 1.266
6 O 2.5252 1.1631 0.0380  N4 1.260
7 H -0.4588 -1.2217 0.9835  C1 1.035
8 H -1.1269 -1.2509 -0.6870  C1 1.061
9 H 0.4031 -2.0053 -0.3783  C1 1.106
10 H 0.2077 0.3697 -1.5494  C2 1.098
11 H 0.0245 1.3003 1.1480  N3 1.009
12 H 0.5467 2.1319 -0.1983  N3 0.996

Summary:
2S+1 ... 3
HOMO level (spin up / spin down) ... -8.002 / -10.196 eV
Gap between HOMO and LUMO (spin up / spin down) ... 9.059 / 7.066 eV

Löwdin atomic charge list, values in e, 6 entries: atom 1 (C): 0.01, atom 2 (C): -0.33, atom 3 (N): 0.07, atom 4 (N): -0.40, atom 5 (O): 0.11, atom 6 (O): 0.06

---

#iii
One molecule with the formula C2H6N2O2, computed with wB97M-V/def2-TZVPD.

Each atom is followed by the atoms it is bonded to, with distances in Å.
Positions of all 12 atoms, in Å:
1 C -0.0918 -0.0274 -0.1871  N4 1.671, O5 1.200, O6 1.272
2 C 2.2121 -0.1171 0.3667  O6 1.428, H7 1.139, H8 1.088, H9 1.069
3 N -2.5611 0.0076 -0.3024  N4 1.383, H10 0.992, H11 1.051
4 N -1.5333 0.4548 0.5075  C1 1.671, N3 1.383, H12 1.020
5 O -0.1866 -0.7939 -1.1054  C1 1.200
6 O 0.8890 0.4043 0.4976  C1 1.272, C2 1.428
7 H 2.7372 0.7986 0.7948  C2 1.139
8 H 2.4295 -0.3773 -0.6671  C2 1.088
9 H 2.4682 -0.9484 0.9887  C2 1.069
10 H -2.6022 -0.9520 -0.0544  N3 0.992
11 H -2.2021 0.0779 -1.2879  N3 1.051
12 H -1.5589 1.4730 0.4490  N4 1.020

Summary:
2S+1 ... 3
HOMO level (spin up / spin down) ... -4.004 / -10.606 eV
Gap between HOMO and LUMO (spin up / spin down) ... 5.057 / 7.414 eV

Löwdin atomic charge list, values in e, 6 entries: atom 1 (C): -0.64, atom 2 (C): -0.04, atom 3 (N): 0.02, atom 4 (N): 0.08, atom 5 (O): 0.05, atom 6 (O): -0.07

---

Most favorable first, least favorable last: #ii, #i, #iii